C2H5N3 | wB97M-V/def2-TZVPD

Atoms and positions in Å:
C (2.9514, -0.0158, -0.1254)
C (-0.7647, 0.2900, -0.3629)
N (4.0530, 0.3002, -0.0122)
N (-0.6044, -0.8400, 0.2674)
N (-1.8505, 0.9875, -0.0796)
H (1.8893, -0.2934, -0.2429)
H (0.3142, -1.4584, 0.2627)
H (-1.3255, -1.2184, 0.8282)
H (-2.6875, 0.4146, 0.1746)
H (-1.9753, 1.8336, -0.7099)

Summary:
Total charge: 0
HOMO-LUMO gap (eV): 9.20
Multiplicity: 1
HOMO energy (eV): -8.5
Energy above the lowest of the compared OMol25 structures with the same formula, charge and spin (kcal per mole): 47.3